# 1
22
Properties=species:S:1:pos:R:3:forces:R:3:nbo_charge:R:1 method="wB97M-V/def2-TZVPD" relative_energy_kcal_mol=21.0 homo_ev=-12.321 orbital_gap_ev=9.169 total_charge=+1 molar_mass_g_mol=116.18
H 1.081084 -0.705956 3.655021 -0.33 -0.11 -0.43 0.2015
H -1.382193 1.597141 0.538482 0.07 0.13 -0.10 0.2212
C -0.312562 0.001309 1.262362 0.46 0.09 1.36 -0.2082
H 0.455035 1.869600 2.051369 -0.25 0.15 0.29 0.2095
H -0.437812 -1.620712 -1.043432 0.23 -0.67 -0.03 0.2258
C -1.965535 -0.186455 -0.655203 0.20 -0.25 0.88 -0.4711
C 0.354179 0.819030 2.299659 0.43 -0.20 -0.97 -0.2409
H -0.708330 0.796706 -2.651324 0.19 0.18 0.23 0.4300
H -2.617934 -0.880689 -0.119154 -0.02 -0.21 -0.30 0.2616
C -1.167270 0.543724 0.407998 -0.41 0.14 -0.50 -0.2270
H -0.045149 -1.050195 1.374245 -0.41 -0.10 -0.54 0.2071
O 2.465870 -0.241783 -1.414982 0.19 -0.07 0.12 -0.9830
H 1.603073 0.976576 3.970481 -0.15 0.27 0.07 0.2135
H -1.658008 -1.430683 -2.372103 -0.10 -0.63 -0.26 0.2292
H 0.529555 0.314456 -1.587180 0.33 0.39 -0.36 0.4793
H 3.375718 -0.059935 -1.692858 -0.26 0.05 -0.05 0.5042
C -1.075327 -0.966066 -1.601365 -0.25 1.03 -0.19 -0.1995
H 0.342027 -0.368946 -3.099374 0.23 -0.22 0.23 0.4446
H -2.636516 0.472308 -1.196014 0.02 0.25 -0.14 0.2274
N -0.150033 0.018867 -2.296065 -0.68 -0.20 0.09 -0.6837
C 1.015027 0.329598 3.336490 0.49 -0.03 0.55 -0.3333
H 2.569036 -0.641501 -0.543692 0.02 0.00 0.05 0.4920

***

# 2
22
Properties=species:S:1:pos:R:3:forces:R:3:nbo_charge:R:1 method="wB97M-V/def2-TZVPD" relative_energy_kcal_mol=47.9 homo_ev=-15.136 orbital_gap_ev=10.148 smiles="CC(C)(C)[C@H](O)C=[NH2+]" total_charge=+1 molar_mass_g_mol=116.18
H -0.612196 -2.042025 0.962607 -3.48 -1.74 -1.28 0.2032
H -1.300447 0.768450 2.143865 0.48 0.18 -2.43 0.2634
C 1.475868 0.627482 1.318426 -3.67 -0.16 -1.40 -0.6081
H 1.514240 1.651165 1.152209 0.71 2.00 -1.36 0.2040
H -0.686979 1.866021 0.795251 0.02 1.26 0.24 0.2021
C 0.470945 -0.071637 -0.949103 -0.86 -0.59 1.52 0.0008
O 0.668309 1.166577 -1.525873 -0.24 1.81 0.80 -0.6987
C 0.146576 -1.471769 1.282773 -0.37 4.49 -0.63 -0.6060
H 1.296994 -0.728146 -1.105579 1.57 -0.15 0.28 0.2058
C -0.483477 -0.804643 -1.840662 -0.62 0.94 0.12 0.3089
H 1.296505 0.702151 2.329661 -0.16 -0.85 2.61 0.2309
H 2.260529 0.059505 1.040320 3.10 -1.34 -0.50 0.2179
H 0.615526 1.875499 -0.833040 0.27 -0.93 -0.91 0.5004
C -0.975703 0.870105 1.017599 -1.65 -1.63 -0.06 -0.6295
H -0.308658 -1.888500 -2.068843 -0.61 1.08 0.25 0.2467
H -1.833764 -0.660013 -3.202268 -0.86 0.59 -0.43 0.4397
H -1.519870 0.885774 -2.305444 0.24 -0.63 -0.44 0.4619
C 0.202799 -0.011295 0.668220 1.51 -1.35 -0.17 0.0237
H -0.012183 -1.255145 2.291662 0.13 -0.31 1.82 0.2282
N -1.369481 -0.115910 -2.496298 1.07 -1.66 0.66 -0.6061
H -1.788906 0.635219 0.253954 0.27 0.23 1.55 0.1946
H 0.943372 -2.058866 1.070563 3.16 -1.28 -0.23 0.2160

***

# 3
22
Properties=species:S:1:pos:R:3:forces:R:3:nbo_charge:R:1 method="wB97M-V/def2-TZVPD" relative_energy_kcal_mol=3.5 s2=2.026 homo_ev="-10.258 / -13.643" multiplicity=3 orbital_gap_ev="6.769 / 8.441" total_charge=+1 molar_mass_g_mol=116.18
H 2.992120 1.763593 -0.492534 -0.76 0.18 -0.47 0.2498
H 3.837265 0.362982 0.068655 -1.17 0.15 -0.92 0.2414
N 1.741554 -0.100479 -0.378222 0.21 2.18 0.38 -0.5778
C -1.506711 -0.657402 -0.019396 -0.82 -2.49 2.88 0.3152
C 0.950880 0.432172 0.844203 1.24 0.09 -1.34 -0.1224
O -1.018507 -0.835523 -1.233999 1.30 -0.48 -1.16 -0.6657
H -3.327305 2.221710 0.047697 2.16 -1.15 -1.01 0.2309
H 2.047189 -1.065791 -0.272596 -0.40 -0.11 0.22 0.4432
H -1.067085 -1.634961 1.939567 -0.69 -0.29 -1.77 0.2236
H -1.937383 1.863239 -1.212541 0.13 -0.11 -0.48 0.1794
H -0.200982 -2.317166 0.553315 -1.33 0.19 -0.12 0.1985
H -1.995591 -2.693742 0.778727 0.49 0.41 -0.20 0.2603
H 1.161968 -0.056914 -1.235745 0.12 -0.24 0.68 0.4431
H 3.390296 0.382218 -1.669866 -0.23 0.48 0.17 0.2426
H 0.609458 1.525196 0.714019 0.55 -2.20 0.56 0.2450
H -2.843791 0.338801 1.316954 0.70 -0.16 -0.62 0.2441
H -0.933166 0.019780 -1.602080 -0.39 1.52 -1.48 0.4700
H 0.990998 -0.309652 1.673547 -0.37 1.27 -0.59 0.2305
C -1.224109 -1.899789 0.817372 1.10 0.58 1.95 -0.6725
C -2.451052 1.531553 -0.332507 -2.87 3.74 0.28 -0.4039
C -2.261496 0.429172 0.375242 -0.24 -1.85 1.57 -0.3474
C 3.045452 0.701000 -0.679808 1.28 -1.70 1.47 -0.4279

***

# 4
22
Properties=species:S:1:pos:R:3:forces:R:3:nbo_charge:R:1 method="wB97M-V/def2-TZVPD" relative_energy_kcal_mol=77.5 s2=0.753 homo_ev="-18.544 / -18.531" multiplicity=2 orbital_gap_ev="10.257 / 5.768" total_charge=+2 molar_mass_g_mol=116.18
H -2.338389 1.423293 -1.405426 0.62 -0.69 2.79 0.5405
H -2.116371 1.281779 1.349066 0.15 -0.08 1.13 0.2126
H -2.690724 -0.927701 1.041457 1.72 -1.11 -1.71 0.4980
C 2.466656 -1.057796 -1.078303 -1.09 -3.74 -4.96 0.0008
C -1.412317 1.158514 0.537908 -3.76 -2.95 1.63 -0.0859
C -0.750100 -0.191736 0.582575 3.06 0.24 -1.27 -0.0475
C 2.378608 0.707876 0.627704 1.87 -3.69 -1.66 -0.7131
H -1.837576 -1.893738 -0.162931 -0.85 -1.49 -3.12 0.4499
C 1.778776 -0.276777 -0.287935 -5.31 4.52 3.41 0.3004
H 2.031442 0.926268 1.536015 -2.95 1.08 3.32 0.2804
H 3.281080 0.272187 0.974157 1.79 0.14 -0.37 0.2689
H -1.344715 -1.918012 1.361530 -1.02 0.19 -0.89 0.4540
O -2.322677 0.966117 -0.479335 -1.31 1.08 -4.44 -0.7582
H -0.819969 1.964756 0.641647 2.47 2.71 -0.56 0.2222
N -1.761245 -1.319550 0.595449 0.29 2.32 6.07 -0.6721
C 0.297657 -0.112441 -0.592813 -0.23 1.73 -3.29 -0.5389
H 1.956872 -1.632889 -1.917821 0.68 0.32 1.49 0.2379
H 3.451434 -0.951232 -1.196539 4.07 0.12 -0.08 0.2255
H 0.165877 -0.532249 -1.607258 -0.82 -1.09 0.87 0.2695
H 0.116592 0.984139 -1.068344 1.02 -1.82 1.43 0.3156
H 0.006848 -0.432035 1.324200 -0.93 0.42 1.28 0.2280
H 2.492040 1.577511 0.061962 0.52 1.79 -1.08 0.3117

***

# 5
23
Properties=species:S:1:pos:R:3:forces:R:3:nbo_charge:R:1 method="wB97M-V/def2-TZVPD" relative_energy_kcal_mol=30.1 homo_ev=-13.318 orbital_gap_ev=9.979 smiles=CC1(C)C(O)(O)[C@@]1(C)[NH3+] total_charge=+1 molar_mass_g_mol=132.18
H 1.466979 0.656182 2.292005 -0.01 0.09 -0.61 0.2425
C 0.159466 0.526162 0.508636 0.85 -0.56 -1.33 -0.1045
H 1.818166 -1.511860 -0.362035 -3.17 -1.13 -0.34 0.4929
H 1.899600 1.281458 -1.807999 0.02 -0.34 -0.01 0.5090
H -1.389093 0.325851 1.933586 0.25 1.87 -1.07 0.2320
C -0.249128 -0.731619 -0.378660 0.18 2.35 0.98 0.0388
H 0.485809 -2.255767 -1.333600 1.16 -0.20 0.05 0.4502
H 2.263928 -0.089390 0.897466 0.27 -0.61 -0.09 0.1978
C 0.259651 0.705961 -0.994035 -0.14 -1.99 0.98 0.5713
O -0.363265 1.675176 -1.731974 -0.49 -0.54 -0.21 -0.6800
H -1.183815 2.056936 -1.371620 0.56 -0.40 0.18 0.5079
H 1.916496 1.582916 0.761014 0.04 -0.43 0.95 0.2367
N 0.744867 -1.861047 -0.417998 1.42 1.10 -0.98 -0.7054
H -1.773450 1.505475 0.476163 0.70 -0.69 1.35 0.2033
C 1.524864 0.630631 1.188845 -0.43 1.16 0.00 -0.6068
H -2.319626 -0.747916 -1.035740 0.40 -0.31 -0.26 0.2551
H -1.712329 -2.323088 -0.585140 0.07 -1.35 -0.54 0.2273
C -0.981030 1.165333 1.231731 -1.96 -1.41 -0.03 -0.6093
H -2.181540 -1.158924 0.575197 0.30 -0.11 0.63 0.2435
H 0.492103 -2.596741 0.252194 0.46 0.40 0.26 0.4409
H -0.729628 2.035269 1.819787 0.34 0.11 0.13 0.2512
O 1.501815 0.426968 -1.560841 -0.12 0.81 0.06 -0.7262
C -1.650840 -1.297969 -0.356981 -0.70 2.18 -0.09 -0.6682

***

# 6
25
Properties=species:S:1:pos:R:3:forces:R:3:nbo_charge:R:1 method="wB97M-V/def2-TZVPD" relative_energy_kcal_mol=113.9 homo_ev="-7.780 / -7.993" orbital_gap_ev="7.181 / 7.376" molar_mass_g_mol=195.22
H -0.681972 -2.176261 -2.016899 -0.66 0.50 0.89 0.1975
H -0.882406 -0.913979 0.685529 -0.05 -0.18 -0.15 0.3180
H 1.861771 -0.140865 -1.585779 0.48 -0.10 -0.88 0.2313
H -0.605026 -2.934211 -0.375602 0.13 0.04 -0.45 0.1916
C 4.105106 -1.377814 -0.232811 -1.17 -1.89 1.51 -0.7616
P -0.564217 1.436262 -0.990276 -3.23 -0.61 0.33 2.1455
H -2.085373 2.614245 1.849857 0.49 -0.18 0.33 0.2019
H 4.741081 -1.875439 0.564237 -0.96 0.59 -0.83 0.2448
O -0.736820 1.994844 -2.335382 0.84 -0.96 -0.16 -1.0058
C -3.295373 0.972771 1.220975 -1.11 -0.07 -1.25 -0.6620
H -3.882586 1.648067 0.507370 0.45 -1.13 0.96 0.2277
N -1.296624 -1.047624 -0.240464 -0.31 3.39 -0.85 -0.8094
H 0.674661 -1.789876 -0.906566 -1.86 -0.17 0.14 0.1142
O -1.698121 2.186125 -0.101331 1.86 -1.57 1.29 -0.7995
C 0.945072 1.186754 -0.188049 1.40 -1.59 1.26 -0.7674
H 0.814302 1.342797 0.929820 0.71 0.19 -1.42 0.2580
S 3.389674 0.103978 0.441263 -1.51 0.73 -0.69 0.2815
H 3.213080 -2.036954 -0.486814 1.54 0.47 0.10 0.2365
C 1.954074 0.344554 -0.646649 -0.64 1.75 2.65 -0.2370
H -1.141053 1.031023 1.646377 -0.19 0.52 0.02 0.1776
H -3.867754 0.941910 2.170625 0.60 -0.02 -0.38 0.2158
C -0.524421 -1.975034 -0.929219 3.39 -1.41 -0.41 -0.4114
H 4.738957 -1.157012 -1.039088 0.62 0.12 -1.31 0.2220
H -3.219763 -0.061131 0.755429 -0.03 1.38 0.62 0.2610
C -1.956278 1.682882 1.303457 -0.77 0.18 -1.33 -0.0710

***

Repeat the fourth record exactly.
22
Properties=species:S:1:pos:R:3:forces:R:3:nbo_charge:R:1 method="wB97M-V/def2-TZVPD" relative_energy_kcal_mol=77.5 s2=0.753 homo_ev="-18.544 / -18.531" multiplicity=2 orbital_gap_ev="10.257 / 5.768" total_charge=+2 molar_mass_g_mol=116.18
H -2.338389 1.423293 -1.405426 0.62 -0.69 2.79 0.5405
H -2.116371 1.281779 1.349066 0.15 -0.08 1.13 0.2126
H -2.690724 -0.927701 1.041457 1.72 -1.11 -1.71 0.4980
C 2.466656 -1.057796 -1.078303 -1.09 -3.74 -4.96 0.0008
C -1.412317 1.158514 0.537908 -3.76 -2.95 1.63 -0.0859
C -0.750100 -0.191736 0.582575 3.06 0.24 -1.27 -0.0475
C 2.378608 0.707876 0.627704 1.87 -3.69 -1.66 -0.7131
H -1.837576 -1.893738 -0.162931 -0.85 -1.49 -3.12 0.4499
C 1.778776 -0.276777 -0.287935 -5.31 4.52 3.41 0.3004
H 2.031442 0.926268 1.536015 -2.95 1.08 3.32 0.2804
H 3.281080 0.272187 0.974157 1.79 0.14 -0.37 0.2689
H -1.344715 -1.918012 1.361530 -1.02 0.19 -0.89 0.4540
O -2.322677 0.966117 -0.479335 -1.31 1.08 -4.44 -0.7582
H -0.819969 1.964756 0.641647 2.47 2.71 -0.56 0.2222
N -1.761245 -1.319550 0.595449 0.29 2.32 6.07 -0.6721
C 0.297657 -0.112441 -0.592813 -0.23 1.73 -3.29 -0.5389
H 1.956872 -1.632889 -1.917821 0.68 0.32 1.49 0.2379
H 3.451434 -0.951232 -1.196539 4.07 0.12 -0.08 0.2255
H 0.165877 -0.532249 -1.607258 -0.82 -1.09 0.87 0.2695
H 0.116592 0.984139 -1.068344 1.02 -1.82 1.43 0.3156
H 0.006848 -0.432035 1.324200 -0.93 0.42 1.28 0.2280
H 2.492040 1.577511 0.061962 0.52 1.79 -1.08 0.3117